{"formula": "C10H20Cl10", "method": "ωB97M-V/def2-TZVPD", "lumo_ev": 0.46, "gap_ev": 11.19, "homo_energy_ev": -10.73, "smiles": "ClCCCl.ClCCCl.ClCCCl.ClCCCl.ClCCCl", "de_lowest_kj_mol": 67.88, "species": ["Cl", "Cl", "Cl", "Cl", "Cl", "Cl", "Cl", "Cl", "Cl", "Cl", "C", "C", "C", "C", "C", "C", "C", "C", "C", "C", "H", "H", "H", "H", "H", "H", "H", "H", "H", "H", "H", "H", "H", "H", "H", "H", "H", "H", "H", "H"], "xyz": [[-1.220, -3.921, -5.006], [-3.423, -0.481, -3.610], [0.406, 1.297, -1.092], [0.312, -0.119, -5.722], [0.454, 3.991, -5.167], [1.955, -1.737, 3.591], [4.889, -2.842, 5.271], [-2.303, 2.103, 6.968], [-0.462, 1.722, 3.139], [-0.374, -2.482, 0.804], [3.188, -0.781, 4.478], [0.263, 2.520, -6.011], [-1.607, 2.563, 5.390], [3.721, -1.544, 5.761], [0.057, -0.417, -0.826], [-1.305, 1.280, 4.626], [0.138, -0.850, 0.658], [-2.248, -2.445, -5.067], [-0.211, 1.460, -5.054], [-2.083, -1.601, -3.829], [2.839, -1.994, 6.216], [0.211, 1.578, -4.056], [-0.924, -0.618, -1.256], [4.341, -0.876, 6.359], [-3.268, -2.820, -5.154], [-1.286, 1.536, -4.896], [1.214, 2.230, -6.459], [-0.668, 3.078, 5.594], [-2.307, 3.261, 4.931], [-0.397, -0.236, 1.382], [-1.244, -0.913, -3.936], [1.194, -0.825, 0.926], [3.968, -0.350, 3.850], [-0.579, 0.720, 5.216], [-1.886, -2.241, -2.969], [2.680, 0.118, 4.827], [-2.071, -1.804, -5.931], [-0.477, 2.688, -6.793], [-2.205, 0.746, 4.320], [0.718, -0.994, -1.473]], "forces_ev_per_angstrom": [[0.0, 0.7, -0.2], [-0.7, 0.0, 0.2], [0.1, 0.3, 0.2], [-0.3, 0.0, 0.1], [0.2, 1.9, 0.9], [0.6, 0.2, 0.1], [-0.5, 0.2, 0.1], [-0.1, 0.0, 0.2], [0.3, 0.2, -0.6], [-0.6, -1.5, 0.1], [0.2, 0.2, 1.5], [-0.1, -1.0, -0.9], [0.1, -0.1, 0.3], [0.0, 0.3, -2.4], [-0.8, -0.7, 0.0], [-0.1, 0.7, 0.2], [1.3, 1.5, -0.9], [-0.8, 0.0, -0.2], [0.0, 0.0, 0.4], [1.2, -0.1, 0.2], [0.5, 0.0, 0.4], [0.4, -0.1, -0.2], [-0.2, 0.2, 0.4], [-0.6, 0.0, 0.2], [0.1, 0.1, 0.2], [-0.1, -0.5, -0.3], [-0.1, 0.1, 0.0], [-0.1, 0.0, 0.0], [0.1, -0.3, -0.2], [-0.1, 0.1, -0.5], [0.2, -0.5, 0.0], [-0.1, 0.1, 0.2], [0.1, -0.8, -0.3], [-0.5, -0.4, -0.1], [-0.5, 0.2, 0.2], [-0.3, -0.1, 0.2], [0.4, -0.5, -0.2], [0.2, -0.2, -0.1], [0.2, -0.2, 0.4], [0.4, 0.0, 0.4]]}